# 1
Below is a structure of composition C38H30GeN2O9SV in a non-equilibrium geometry, with properties calculated with ωB97M-V with the def2-TZVPD basis set.

Output
HOMO energy (spin up / spin down) (hartree): -0.33411 / -0.33952
<S²>: 0.782
Orbital gap (spin up / spin down) (eV): 7.1 / 8.0
Multiplicity: 2

```
82
C38H30GeN2O9SV ωB97M-V with the def2-TZVPD basis set
V -1.14 -1.58 -1.26
C -5.23 -2.78 5.20
C -4.72 -3.09 3.82
C -5.60 -3.46 2.80
C -5.13 -3.74 1.53
C -3.77 -3.66 1.27
C -2.87 -3.31 2.27
C -3.35 -3.04 3.54
S -3.18 -3.97 -0.36
O -4.26 -4.51 -1.13
O -1.93 -4.65 -0.29
N -2.83 -2.45 -0.92
C -3.61 -1.35 -1.01
C -4.99 -1.16 -1.06
C -5.44 0.12 -1.26
C -4.54 1.18 -1.44
C -3.19 0.92 -1.38
N -2.74 -0.31 -1.12
H -6.26 -2.44 5.17
H -4.62 -2.02 5.68
H -5.19 -3.68 5.83
H -6.66 -3.53 3.01
H -5.80 -4.05 0.73
H -1.81 -3.28 2.05
H -2.66 -2.77 4.33
H -5.66 -2.01 -0.97
H -6.51 0.32 -1.30
H -4.89 2.18 -1.62
H -2.45 1.70 -1.50
O 3.73 -4.37 -0.72
C 2.61 -3.96 -0.76
C 1.69 -3.97 -1.99
O 1.94 -4.45 -3.05
C 0.47 -3.26 -1.55
C 0.56 -2.87 -0.21
O -0.48 -2.27 0.31
C 1.84 -3.29 0.38
O 2.23 -3.15 1.51
O -0.68 -3.07 -2.17
O -0.84 -0.52 -3.22
C 0.17 -0.19 -2.57
O 0.12 -0.23 -1.27
C 1.47 0.26 -3.17
C 1.86 1.71 -2.79
Ge 2.42 2.22 -0.93
C 1.13 2.04 0.53
C -0.02 2.84 0.53
C -1.03 2.63 1.46
C -0.90 1.63 2.42
C 0.26 0.86 2.45
C 1.26 1.06 1.51
C 2.85 4.13 -1.11
C 3.05 4.90 0.04
C 3.39 6.24 -0.04
C 3.53 6.84 -1.28
C 3.32 6.10 -2.44
C 2.99 4.75 -2.35
C 4.05 1.23 -0.45
C 5.25 1.92 -0.28
C 6.39 1.26 0.14
C 6.35 -0.11 0.39
C 5.17 -0.81 0.21
C 4.03 -0.14 -0.21
H 1.39 0.17 -4.25
H 2.24 -0.43 -2.81
H 1.06 2.39 -3.08
H 2.74 1.95 -3.39
H -0.12 3.63 -0.21
H -1.91 3.25 1.45
H -1.68 1.47 3.15
H 0.37 0.08 3.20
H 2.15 0.45 1.56
H 2.93 4.43 1.02
H 3.55 6.82 0.86
H 3.80 7.89 -1.35
H 3.43 6.56 -3.41
H 2.83 4.19 -3.26
H 5.28 2.99 -0.48
H 7.32 1.81 0.26
H 7.24 -0.62 0.74
H 5.14 -1.88 0.40
H 3.12 -0.71 -0.35
```


# 2
Below is a structure of composition C38H30MoN3O7S2, with properties calculated with ωB97M-V with the def2-TZVPD basis set.

Output
HOMO energy (hartree): -0.55118
Orbital gap (eV): 5.5
Net charge: +3

```
81
C38H30MoN3O7S2 ωB97M-V with the def2-TZVPD basis set
Mo 0.62 -0.15 1.25
O -0.64 -1.20 5.31
C -0.26 -0.39 4.36
O -0.31 -0.71 3.18
C 0.14 0.96 4.92
O 0.54 1.86 3.92
C 1.91 2.20 3.90
C 2.78 1.23 3.10
O 3.95 1.13 3.14
O 2.01 0.46 2.22
H -0.94 -2.06 4.97
H 0.89 0.81 5.70
H -0.75 1.35 5.42
H 2.34 2.28 4.90
H 2.00 3.17 3.42
S 4.82 -2.09 -2.35
C 5.83 -2.35 -3.69
C 5.69 -1.38 -4.64
C 4.74 -0.41 -4.28
C 4.17 -0.65 -3.05
C 3.16 0.15 -2.37
C 2.51 -0.34 -1.23
N 1.57 0.34 -0.57
C 1.20 1.56 -1.03
C 1.79 2.15 -2.15
C 1.33 3.45 -2.57
C 0.33 4.07 -1.91
C -0.30 3.47 -0.76
C -1.33 4.07 -0.03
C -1.89 3.44 1.08
C -1.35 2.19 1.44
N -0.35 1.61 0.77
C 0.17 2.23 -0.33
C -2.97 4.02 1.87
C -3.33 3.72 3.16
C -4.43 4.49 3.61
C -4.88 5.35 2.66
S -3.98 5.25 1.22
C 2.80 1.42 -2.80
H 6.49 -3.20 -3.71
H 6.26 -1.37 -5.56
H 4.49 0.43 -4.91
H 2.77 -1.31 -0.82
H 1.79 3.91 -3.43
H -0.02 5.05 -2.24
H -1.70 5.04 -0.33
H -1.73 1.65 2.30
H -2.81 3.00 3.78
H -4.86 4.41 4.60
H -5.70 6.05 2.74
H 3.29 1.86 -3.66
C -0.72 -4.44 -2.90
O -1.38 -3.46 -2.08
C -1.23 -2.16 -2.39
C -0.33 -1.67 -3.33
C -0.30 -0.31 -3.63
C -1.16 0.58 -2.99
C -2.04 0.11 -2.04
C -2.06 -1.24 -1.73
N -3.09 -1.70 -0.85
C -3.10 -2.59 0.09
C -2.01 -3.33 0.69
C -2.33 -4.63 1.10
C -1.36 -5.49 1.57
C -0.05 -5.04 1.68
C 0.28 -3.73 1.35
C -0.69 -2.88 0.86
O -0.36 -1.58 0.62
H -1.07 -5.40 -2.54
H 0.36 -4.37 -2.77
H -0.99 -4.31 -3.94
H 0.32 -2.34 -3.87
H 0.38 0.04 -4.39
H -1.16 1.63 -3.26
H -2.74 0.78 -1.56
H -4.01 -1.31 -1.07
H -4.09 -2.84 0.45
H -3.35 -4.97 1.01
H -1.62 -6.50 1.86
H 0.72 -5.70 2.06
H 1.30 -3.38 1.47
```


Calculated values (kJ/mol) of ΔE to the lowest compared entry with this formula, charge and spin for the records, taken in order: 63.2; 0.0.